50
Properties=species:S:1:pos:R:3 method="wB97M-V/def2-TZVPD" e_homo_ha=-0.24582 e_lumo_ev=2.305 relative_energy_kcal_mol=56.9 total_charge=-1
O 0.33 -2.68 -2.77
H 0.70 -1.81 -2.79
H -0.11 -3.02 -3.55
O -3.06 3.75 -0.61
H -3.04 3.42 0.30
H -3.15 2.87 -1.01
O -0.33 -5.70 1.36
H -0.65 -4.95 1.92
H 0.11 -5.03 0.77
O 1.47 -4.00 0.58
H 1.41 -3.11 0.23
H 1.61 -4.20 1.50
O -1.57 -0.80 -0.10
H -1.27 -2.02 1.21
O -0.33 0.71 1.55
H 4.12 4.11 2.12
H -0.60 1.56 1.28
O -3.13 -1.78 -3.03
H -2.60 0.61 1.33
H -2.65 -2.55 -2.70
O -1.33 0.03 -3.93
H -1.10 0.93 -3.84
H -0.80 -1.19 -0.50
O -3.32 0.88 0.74
H -3.98 -2.00 -2.64
H -3.97 0.21 0.97
O 2.52 0.36 -2.14
H 2.83 -0.18 -2.86
H 2.17 -0.30 -1.50
O -0.36 4.35 -0.98
H -1.31 4.17 -0.80
H 4.52 1.32 -0.76
O -1.58 -2.59 1.94
H -2.53 -2.68 1.90
H 1.76 -1.17 0.78
O 5.48 1.28 -0.84
H 5.66 1.30 -1.77
H -1.24 0.00 0.49
O -1.16 0.64 5.09
H -1.13 0.29 4.19
H -0.49 1.31 5.17
O 3.71 3.69 2.87
H 2.91 3.25 2.60
H -1.41 -0.44 -3.09
O 1.33 -0.68 0.06
H -0.04 3.55 -0.55
H 0.77 -0.03 0.58
O 1.74 2.80 0.79
H 1.98 3.33 0.02
H 1.09 2.19 0.41



211
Properties=species:S:1:pos:R:3 method="wB97M-V/def2-TZVPD" e_homo_ha=-0.09591 e_lumo_ev=2.738 total_charge=-3
C -0.71 6.88 -15.57
C -0.70 5.42 -14.96
C -2.12 4.87 -14.87
N -2.15 3.37 -14.48
C -1.75 2.43 -15.66
C -1.89 0.94 -15.25
C -3.25 0.53 -14.77
C -3.94 1.58 -13.86
C -3.63 3.05 -14.19
C -1.37 3.06 -13.12
H -1.19 7.55 -14.86
H -1.24 6.91 -16.52
H 0.32 7.22 -15.68
H -0.19 5.49 -14.00
H -0.05 4.80 -15.58
H -2.63 4.91 -15.83
H -2.72 5.49 -14.20
H -2.21 2.63 -16.63
H -0.73 2.80 -15.77
H -1.66 0.34 -16.13
H -1.17 0.72 -14.46
H -3.94 0.42 -15.60
H -3.20 -0.42 -14.25
H -5.02 1.46 -13.84
H -3.74 1.39 -12.80
H -4.25 3.26 -15.07
H -3.98 3.81 -13.49
H -0.30 3.01 -13.31
H -1.65 2.07 -12.77
H -1.60 3.87 -12.43
C -2.68 16.78 -19.81
C -2.53 15.54 -20.77
C -2.01 14.19 -20.10
N -1.92 12.91 -20.92
C -1.38 11.77 -20.00
C -1.17 10.43 -20.71
C -2.53 10.00 -21.41
C -3.23 11.12 -22.21
C -3.30 12.48 -21.43
C -0.94 13.09 -22.11
H -2.70 17.75 -20.29
H -1.93 16.86 -19.03
H -3.59 16.62 -19.23
H -1.77 15.86 -21.48
H -3.40 15.42 -21.42
H -2.64 14.08 -19.21
H -0.95 14.24 -19.84
H -1.99 11.81 -19.10
H -0.36 12.10 -19.82
H -0.80 9.73 -19.96
H -0.41 10.51 -21.48
H -3.18 9.68 -20.59
H -2.38 9.11 -22.03
H -4.25 10.81 -22.44
H -2.84 11.11 -23.23
H -4.10 12.44 -20.69
H -3.60 13.25 -22.13
H 0.00 13.43 -21.67
H -1.41 13.89 -22.69
H -0.89 12.16 -22.67
C -0.77 16.38 -14.80
C -1.90 15.39 -14.52
C -1.55 13.96 -15.10
N -2.62 12.85 -14.73
C -2.01 11.49 -15.24
C -2.78 10.26 -14.70
C -2.70 10.27 -13.17
C -3.47 11.52 -12.72
C -2.85 12.82 -13.20
C -3.99 13.13 -15.28
H 0.22 15.98 -14.59
H -1.02 17.29 -14.25
H -0.70 16.64 -15.86
H -2.87 15.83 -14.74
H -1.81 15.31 -13.43
H -0.58 13.74 -14.65
H -1.58 14.13 -16.17
H -1.02 11.50 -14.77
H -1.99 11.44 -16.32
H -2.43 9.35 -15.20
H -3.79 10.21 -15.09
H -1.66 10.30 -12.85
H -3.22 9.45 -12.66
H -3.39 11.66 -11.64
H -4.56 11.50 -12.79
H -1.91 12.90 -12.66
H -3.32 13.77 -12.94
H -4.22 14.07 -14.78
H -4.75 12.35 -15.21
H -3.84 13.19 -16.36
C 5.65 22.40 -13.86
C 4.17 22.64 -14.13
C 3.28 21.41 -13.81
N 1.73 21.72 -13.65
C 1.15 20.36 -13.07
C 1.16 19.13 -13.94
C 0.50 19.48 -15.33
C 1.10 20.75 -15.95
C 1.07 21.95 -15.00
C 1.35 22.87 -12.74
H 5.97 21.53 -14.43
H 5.86 22.37 -12.79
H 6.25 23.20 -14.29
H 4.05 22.85 -15.19
H 3.74 23.46 -13.56
H 3.58 20.96 -12.86
H 3.40 20.62 -14.54
H 1.82 20.20 -12.22
H 0.11 20.60 -12.83
H 2.15 18.73 -14.14
H 0.59 18.39 -13.36
H 0.46 18.58 -15.94
H -0.54 19.79 -15.20
H 2.12 20.70 -16.33
H 0.47 21.09 -16.78
H 1.40 22.90 -15.44
H 0.06 22.13 -14.65
H 0.32 22.77 -12.39
H 1.44 23.83 -13.24
H 1.88 22.83 -11.79
C 2.22 13.89 -12.65
F 0.95 14.15 -12.90
F 2.54 14.31 -11.40
F 2.59 12.59 -12.73
S 3.29 15.06 -13.86
O 3.08 14.65 -15.24
O 2.80 16.41 -13.59
O 4.68 14.84 -13.50
C 1.47 10.27 -16.18
F 2.51 9.46 -16.35
F 0.30 9.67 -16.37
F 1.54 10.70 -14.89
S 1.58 11.80 -17.42
O 2.66 12.67 -16.89
O 1.76 11.29 -18.76
O 0.28 12.54 -17.23
C -0.54 7.74 -11.64
F -0.53 9.03 -11.32
F -1.74 7.46 -12.09
F 0.37 7.56 -12.64
S -0.08 6.67 -10.06
O -0.59 7.43 -8.93
O -0.60 5.36 -10.22
N 1.64 6.75 -9.94
S 2.15 5.71 -11.08
O 1.29 5.17 -12.15
O 3.35 6.28 -11.61
C 2.64 4.21 -9.93
F 1.55 3.48 -9.66
F 3.42 3.47 -10.64
F 3.20 4.59 -8.81
C -5.25 14.09 -10.54
F -5.60 14.33 -9.30
F -3.99 13.59 -10.53
F -6.12 13.22 -11.01
S -5.33 15.80 -11.50
O -6.52 16.47 -10.99
O -4.12 16.49 -11.07
N -5.37 15.26 -13.18
S -6.56 15.96 -13.77
O -7.80 15.45 -13.24
O -6.50 17.41 -13.79
C -6.54 15.46 -15.69
F -6.83 14.13 -15.81
F -7.60 16.01 -16.39
F -5.43 15.76 -16.30
C -6.58 3.99 -11.09
F -7.46 3.48 -10.14
F -6.01 2.90 -11.64
F -7.20 4.69 -12.08
S -5.26 5.11 -10.15
O -5.23 4.47 -8.83
O -3.96 5.00 -10.78
N -5.99 6.76 -10.20
S -4.84 7.61 -10.75
O -3.66 7.80 -9.90
O -4.56 7.38 -12.16
C -5.67 9.39 -10.72
F -5.93 9.77 -11.93
F -6.84 9.45 -9.99
F -4.80 10.25 -10.17
C -7.35 4.67 -17.58
F -8.53 4.81 -16.89
F -6.91 3.39 -17.70
F -7.52 5.13 -18.81
S -5.89 5.71 -16.72
O -6.19 5.48 -15.34
O -4.60 5.21 -17.24
N -6.39 7.36 -17.11
S -5.03 7.93 -17.59
O -3.89 7.85 -16.68
O -4.75 7.71 -19.00
C -5.41 9.88 -17.55
F -6.02 10.14 -16.44
F -4.33 10.60 -17.58
F -6.20 10.16 -18.55
C 2.20 17.69 -18.49
F 3.25 18.01 -19.27
F 2.57 17.90 -17.19
F 1.20 18.59 -18.62
S 1.54 15.86 -18.85
O 0.69 15.55 -17.69
O 0.82 15.91 -20.13
N 2.92 14.81 -18.69
S 3.14 14.48 -20.20
O 2.10 13.56 -20.74
O 3.39 15.66 -21.00
C 4.71 13.41 -20.19
F 5.08 13.15 -21.43
F 5.64 14.06 -19.56
F 4.38 12.32 -19.49